C4H15N4 | wB97M-V/def2-TZVPD

Summary:
- charge = +1
- HOMO energy (eV) = -12.41
- HOMO-LUMO gap (hartree) = 0.3405

CARTESIAN COORDINATES (ANGSTROEM)
H1 0.820 0.041 2.589
H2 -3.117 1.258 0.262
N1 -1.851 0.891 -1.316
C1 -2.737 0.385 -0.264
N2 1.865 -2.305 1.718
H3 -0.446 -0.537 -1.188
H4 -2.172 1.696 -1.845
H5 1.597 -1.141 -0.097
C2 1.329 0.059 1.625
H6 0.023 1.675 1.379
N3 0.710 1.163 0.841
H7 0.138 -1.547 0.807
N4 -0.043 0.766 -2.771
C3 -0.758 0.333 -1.752
H8 -0.228 1.672 -3.172
H9 2.847 -2.072 1.798
H10 1.833 -3.171 1.195
C4 1.190 -1.277 0.920
H11 -3.553 -0.203 -0.673
H12 2.386 0.257 1.800
H13 0.879 0.386 -2.892
H14 -2.124 -0.186 0.431
H15 1.413 1.854 0.601

C6H39NO14 | wB97M-V/def2-TZVPD

Summary:
- HOMO energy (eV) = -9.54
- HOMO-LUMO gap (hartree) = 0.3628

CARTESIAN COORDINATES (ANGSTROEM)
H1 -1.828 -0.188 3.204
H2 -0.912 1.917 2.089
H3 0.127 -1.730 -3.229
H4 -0.839 1.747 -0.543
H5 4.602 -2.586 -0.755
H6 -3.225 -0.685 3.906
C1 2.271 1.311 0.881
H7 -2.690 -0.698 0.881
H8 -0.973 -0.337 -0.936
O1 -1.956 2.048 -2.993
H9 1.837 3.248 2.731
H10 0.430 0.628 2.291
H11 2.578 0.402 0.481
O2 -1.803 2.174 1.812
H12 0.793 -0.632 -0.986
H13 -0.168 -0.756 0.731
H14 -2.169 1.343 1.623
O3 -1.897 -3.606 1.539
H15 2.900 2.941 -2.673
C2 0.965 1.574 -1.679
O4 -3.273 -0.274 0.186
O5 0.532 -3.494 2.346
H16 -1.723 -3.684 0.566
H17 0.845 -4.193 2.821
O6 1.961 -2.558 0.452
O7 0.004 0.148 3.100
H18 3.806 3.225 -1.362
C3 0.212 1.208 -0.373
H19 -4.045 -0.324 0.796
O8 4.108 -1.738 -0.936
H20 1.448 4.840 2.079
H21 1.865 1.026 -1.921
H22 -2.737 2.517 -3.269
C4 -0.088 -0.292 -0.267
O9 -0.399 -3.989 -0.648
H23 3.253 -1.958 -0.589
H24 -2.115 -4.482 1.901
H25 -1.317 2.605 -2.611
O10 -2.721 -0.661 3.064
C5 0.646 3.202 0.859
H26 -3.218 -0.532 -2.975
H27 -0.964 -3.797 -1.437
H28 1.471 -2.149 1.145
H29 -0.421 -3.515 2.336
H30 2.551 1.437 1.882
H31 -1.413 -1.666 -3.097
H32 0.022 -0.664 2.684
O11 -0.644 -2.188 -2.812
N1 0.807 1.708 0.921
H33 1.571 -3.357 0.243
H34 1.264 3.661 0.053
C6 1.150 3.868 2.144
H35 2.756 2.021 0.207
H36 -0.409 3.384 0.608
H37 0.204 4.041 2.716
H38 -2.192 0.320 -3.623
O12 3.440 2.524 -1.956
O13 0.479 2.465 -2.306
H39 0.310 -3.343 -0.634
O14 -2.564 -0.502 -3.744

C56H42FGeO4P3Ti | wB97M-V/def2-TZVPD

Summary:
- 2S+1 = 3
- HOMO energy (spin up / spin down) (eV) = -6.83 / -7.66
- expectation value of S² = 2.08
- HOMO-LUMO gap (spin up / spin down) (hartree) = 0.2557 / 0.2405

CARTESIAN COORDINATES (ANGSTROEM)
C1 1.950 0.482 2.176
C2 6.589 3.595 -0.855
H1 6.691 3.253 -2.965
C3 -5.065 1.520 2.384
H2 -0.243 0.500 7.577
C4 -3.210 -3.014 0.063
C5 -3.045 -4.517 1.910
C6 0.775 -0.209 1.587
C7 3.787 -3.316 0.856
H3 -4.812 3.274 1.184
H4 -0.989 -3.133 -5.401
C8 -2.226 -0.902 -3.179
H5 -6.126 1.665 2.517
C9 1.476 -0.125 -4.558
H6 4.065 -1.983 3.036
C10 -0.806 2.416 -2.411
C11 -6.127 1.265 -1.106
C12 -2.275 -2.147 0.634
C13 2.250 1.052 -2.605
C14 3.076 -2.125 1.188
C15 -3.659 0.064 -0.582
C16 1.319 1.079 -5.224
H7 7.481 4.205 -0.835
H8 -2.844 1.739 -1.665
C17 4.971 -2.380 -1.107
C18 4.275 2.064 -0.921
H9 0.953 1.089 -6.240
C19 -4.831 -0.472 -0.058
C20 -0.333 2.118 4.614
H10 1.855 1.560 2.350
H11 2.157 -2.320 -0.699
C21 -0.319 -0.269 4.294
C22 -3.742 1.251 -1.311
H12 -0.241 -1.461 6.062
O1 0.507 2.785 -0.505
C23 -0.302 1.926 5.985
C24 -1.671 -2.516 1.841
C25 4.991 2.297 -2.092
O2 -1.366 2.787 -3.422
C26 4.528 -1.048 -1.132
O3 -1.009 4.370 -0.961
C27 2.085 2.260 -3.280
C28 1.630 2.270 -4.586
F1 0.710 -3.003 3.516
C29 -2.324 1.118 2.020
H13 -4.995 -0.247 3.589
C30 -0.271 0.644 6.506
C31 3.357 -1.506 2.371
H14 -2.397 2.919 0.841
H15 3.831 -4.103 1.593
H16 1.499 3.208 -5.103
H17 -0.297 2.783 6.645
H18 -2.389 -1.100 -5.297
C32 5.888 3.353 0.316
C33 6.142 3.064 -2.054
H19 2.057 -1.088 -2.743
H20 -0.105 -4.115 -3.311
C34 -6.053 0.121 -0.332
C35 -1.972 -1.518 -4.392
H21 -6.955 -0.319 0.067
C36 3.347 -0.585 -0.628
H22 4.650 1.880 -3.029
C37 1.933 -0.141 -3.251
C38 4.735 2.591 0.281
C39 4.564 -3.423 -0.275
H23 -3.631 -2.765 -0.903
H24 -2.607 -0.569 3.342
C40 -0.697 -3.212 -3.281
C41 -2.974 2.210 1.431
Ti1 0.158 0.969 -0.476
C42 -4.432 0.441 2.975
P1 -0.482 1.287 1.942
H25 -0.347 3.112 4.187
C43 -2.081 -3.693 2.463
P2 2.725 1.094 -0.832
H26 -3.348 -5.421 2.418
C44 -4.327 2.415 1.624
C45 -1.729 -1.447 -1.998
H27 -4.324 -4.830 0.214
H28 6.234 3.770 1.250
C46 -3.074 0.249 2.813
C47 3.033 -0.153 2.657
H29 5.160 -0.345 -1.661
H30 4.172 2.390 1.183
C48 -0.275 -0.459 5.662
H31 0.227 -1.591 0.047
C49 0.991 -0.810 0.223
H32 -4.991 2.754 -2.157
P3 -1.965 -0.617 -0.370
H33 1.235 -1.057 -5.050
O4 -0.514 1.186 -2.111
H34 -1.621 -3.970 3.401
H35 5.788 -2.608 -1.778
C50 -0.967 -2.613 -2.064
H36 -0.598 -3.083 -1.161
C51 -3.596 -4.185 0.685
C52 -1.197 -2.664 -4.450
C53 -4.962 1.842 -1.581
H37 5.065 -4.370 -0.433
H38 -2.816 0.004 -3.166
C54 -0.427 3.335 -1.214
H39 2.323 3.192 -2.777
H40 3.762 0.397 3.239
Ge1 -0.145 -1.558 2.794
H41 -4.808 -1.345 0.576
C55 2.343 -1.498 0.008
H42 -7.085 1.714 -1.323
C56 -0.329 1.022 3.769

C3H4N4S | wB97M-V/def2-TZVPD

Summary:
- SMILES = Nc1n[nH]ncc1=S
- HOMO energy (eV) = -8.21
- HOMO-LUMO gap (hartree) = 0.2799

CARTESIAN COORDINATES (ANGSTROEM)
H1 -0.074 2.092 -1.755
H2 -2.620 -0.786 -0.582
C1 0.256 -0.506 0.490
C2 -0.241 1.135 -1.271
C3 0.764 0.609 -0.436
N1 1.014 -0.765 1.617
S1 2.243 1.155 -0.186
N2 -1.617 -0.548 -0.696
H3 1.919 -0.224 1.805
N3 -1.425 0.558 -1.394
N4 -0.922 -1.108 0.336
H4 0.703 -1.612 2.072

C3H6Br3P | wB97M-V/def2-TZVPD

Summary:
- HOMO energy (eV) = -8.87
- HOMO-LUMO gap (hartree) = 0.3318

CARTESIAN COORDINATES (ANGSTROEM)
H1 1.894 1.445 0.512
H2 1.452 -0.190 1.124
Br1 0.637 1.833 -1.876
H3 0.501 -0.495 -1.555
C1 -0.771 0.446 -0.026
C2 1.696 0.429 0.210
C3 0.497 0.193 -0.764
H4 -1.818 0.538 -0.566
P1 -1.158 -1.414 1.254
Br2 -1.199 -2.888 -0.381
Br3 -3.298 -1.112 1.654
H5 -0.888 1.167 0.751
H6 2.455 0.048 -0.337

The energy relative to the best compared isomer or geometry (same formula, charge and spin) results, record by record, are as follows: 121.5 606.8 344.5 103.5 76.5 kJ/mol.